1.
Entry from the Open Molecules 2025 dataset: a single C5H4O2 molecule (ωB97M-V/def2-TZVPD).

Each line ends with the Löwdin charge.
Element x y z (Å)
O -1.048 0.642 2.366  0.124
C -0.527 0.134 1.411  -0.448
O 0.865 0.175 1.306  0.070
C 1.462 0.133 0.094  -0.101
C 0.786 -0.015 -1.061  -0.069
C -0.640 -0.228 -0.981  -0.055
C -1.212 -0.399 0.235  0.008
H 2.531 0.313 0.174  0.131
H 1.309 0.003 -2.013  0.107
H -1.258 -0.152 -1.880  0.118
H -2.268 -0.604 0.350  0.116

The calculation puts the energy above the lowest of the compared OMol25 structures with the same formula, charge and spin at 0.302 eV. The calculation puts the LUMO energy at 0.182 eV. As for the total energy: -9343.8798 eV. The gap between HOMO and LUMO comes out at 9.355 eV.

***

2.
Entry from the Open Molecules 2025 dataset: 6 unconnected molecules or ions with the total composition C39H60N2O8 at a distorted geometry (ωB97M-V/def2-TZVPD).

Each line ends with the Löwdin charge.
Element x y z (Å)
C 0.834 -2.541 -1.565  0.132
C 0.412 -1.923 -2.504  -0.103
C 0.022 -1.017 -3.630  -0.121
C -0.835 0.212 -3.226  -0.344
C -1.362 0.793 -4.536  -0.174
N -1.689 1.301 -5.513  0.194
C -2.085 -0.113 -2.361  -0.053
C -2.708 -1.504 -2.836  -0.272
C -4.011 -1.902 -2.052  0.007
O -2.625 -2.540 -1.878  -0.139
C -0.029 1.357 -2.511  -0.291
C 0.417 0.934 -1.119  -0.155
N 0.712 0.376 -0.160  0.238
C -0.861 2.679 -2.445  -0.125
C -0.801 3.455 -1.103  -0.190
C 0.568 4.169 -0.815  -0.167
C 0.780 4.266 0.734  -0.153
C 1.594 3.063 1.284  -0.239
O 2.575 3.493 2.247  -0.166
C 3.079 2.306 2.875  -0.287
C 4.564 2.437 3.239  -0.082
C 1.300 1.703 -3.282  -0.111
O 2.317 0.806 -2.794  -0.091
C 3.544 1.148 -3.336  -0.267
C 4.574 1.501 -2.441  0.001
C 5.845 1.897 -2.925  -0.066
C 6.037 1.928 -4.330  -0.097
C 5.017 1.537 -5.224  -0.081
C 3.747 1.137 -4.747  -0.004
H 1.404 -3.128 -0.847  0.035
H -0.544 -1.635 -4.350  0.121
H 0.947 -0.743 -4.163  0.123
H -1.876 -0.284 -1.298  0.135
H -2.924 0.562 -2.564  0.125
H -2.670 -1.753 -3.914  0.143
H -4.234 -1.316 -1.157  0.099
H -4.440 -2.894 -2.226  0.106
H -0.492 3.370 -3.227  0.132
H -1.931 2.529 -2.666  0.106
H -1.161 2.867 -0.240  0.115
H -1.534 4.267 -1.202  0.084
H 1.439 3.634 -1.220  0.088
H 0.490 5.199 -1.201  0.111
H -0.195 4.249 1.254  0.105
H 1.250 5.220 1.030  0.112
H 2.144 2.595 0.451  0.098
H 0.937 2.331 1.784  0.111
H 2.433 2.056 3.739  0.122
H 2.999 1.469 2.153  0.109
H 4.753 3.081 4.114  0.071
H 5.168 2.755 2.374  0.076
H 4.951 1.440 3.524  0.073
H 1.623 2.737 -3.110  0.133
H 1.124 1.476 -4.345  0.120
H 4.382 1.478 -1.367  0.114
H 6.624 2.190 -2.221  0.101
H 6.987 2.254 -4.759  0.096
H 5.171 1.555 -6.306  0.101
H 2.921 0.822 -5.387  0.110
C 2.433 -6.058 0.873  -0.017
C 3.159 -4.776 1.193  -0.501
O 3.470 -3.992 0.323  0.051
C 3.482 -4.511 2.641  -0.024
H 2.265 -6.121 -0.201  0.077
H 3.033 -6.914 1.186  0.088
H 1.467 -6.078 1.381  0.090
H 4.127 -5.301 3.029  0.074
H 2.562 -4.464 3.225  0.089
H 4.002 -3.558 2.725  0.082
C -5.031 4.806 0.631  -0.023
C -4.767 4.719 -0.848  -0.481
O -3.737 4.248 -1.282  0.053
C -5.838 5.242 -1.771  -0.018
H -4.180 4.395 1.174  0.086
H -5.166 5.846 0.926  0.084
H -5.920 4.232 0.886  0.072
H -6.008 6.303 -1.580  0.088
H -6.764 4.686 -1.619  0.086
H -5.518 5.118 -2.804  0.082
C -0.942 -5.563 -2.392  -0.022
C -1.485 -6.960 -2.243  -0.504
O -0.980 -7.760 -1.488  0.062
C -2.690 -7.323 -3.077  -0.027
H -0.081 -5.439 -1.738  0.064
H -0.627 -5.392 -3.423  0.091
H -1.703 -4.833 -2.109  0.069
H -2.451 -7.228 -4.138  0.083
H -3.527 -6.670 -2.826  0.081
H -2.974 -8.353 -2.872  0.079
C 5.546 -5.750 6.089  -0.026
C 4.063 -5.922 6.307  -0.509
O 3.372 -6.508 5.506  0.059
C 3.479 -5.333 7.566  -0.025
H 5.830 -6.220 5.149  0.079
H 5.795 -4.688 6.041  0.086
H 6.100 -6.224 6.901  0.085
H 3.639 -4.253 7.581  0.085
H 3.944 -5.789 8.442  0.085
H 2.409 -5.530 7.594  0.082
C -7.610 3.516 3.592  -0.022
C -6.952 4.848 3.853  -0.497
O -6.730 5.629 2.955  0.054
C -6.584 5.166 5.280  -0.022
H -7.820 3.419 2.528  0.076
H -6.944 2.706 3.895  0.088
H -8.549 3.449 4.143  0.086
H -5.874 4.428 5.655  0.087
H -7.479 5.171 5.904  0.086
H -6.121 6.151 5.322  0.083

The calculation puts the energy above the lowest of the compared OMol25 structures with the same formula, charge and spin at 3.929 eV. The calculation puts the LUMO energy at 0.430 eV. As for the total energy: -60769.7732 eV. The gap between HOMO and LUMO comes out at 9.289 eV.

***

3.
Entry from the Open Molecules 2025 dataset: 2 unconnected molecules or ions with the total composition BrH4N2OP at a distorted geometry (ωB97M-V/def2-TZVPD).

Each line ends with the Löwdin charge.
Element x y z (Å)
N -0.962 -2.574 1.791  -0.273
N -0.789 -1.140 -0.707  -0.244
O 0.841 1.744 -0.655  0.019
P -1.237 -2.230 0.313  0.231
Br -2.842 -3.432 -0.579  0.314
H -1.686 -3.173 2.224  -0.014
H 1.728 1.501 -0.760  0.022
H -0.320 -0.290 -0.401  -0.039
H 0.689 2.328 -1.316  -0.015

The calculation puts the energy above the lowest of the compared OMol25 structures with the same formula, charge and spin at 2.120 eV. The calculation puts the LUMO energy at -0.100 eV. As for the total energy: -84423.3142 eV. The gap between HOMO and LUMO comes out at 9.916 eV.

***

4.
Entry from the Open Molecules 2025 dataset: 3 unconnected molecules or ions with the total composition C20H45N6O7 (ωB97M-V/def2-TZVPD).

Each line ends with the Löwdin charge.
Element x y z (Å)
C -1.463 -1.905 1.508  -0.086
N -1.725 -0.776 0.601  -0.076
C -0.994 -0.888 -0.633  -0.142
N -1.755 -1.447 -1.765  0.070
C -2.769 -0.859 -2.422  -0.369
N -3.241 0.345 -2.102  0.235
N -3.199 -1.614 -3.438  0.185
C -2.430 -2.681 -3.398  -0.057
N -1.540 -2.646 -2.410  0.009
C -0.569 -3.672 -2.060  0.004
C -1.311 -4.914 -1.563  -0.433
O -1.719 -5.698 -2.374  0.154
N -1.467 -5.013 -0.153  -0.185
C -2.902 -5.098 0.197  -0.053
C -0.722 -6.209 0.324  -0.038
H -0.426 -1.836 1.832  0.077
H -2.103 -1.871 2.382  0.091
H -1.582 -2.864 0.994  0.044
H -2.718 -0.652 0.456  0.103
H -0.644 0.091 -0.964  0.134
H -0.134 -1.523 -0.452  0.118
H -3.953 0.748 -2.686  0.134
H -2.864 0.871 -1.330  0.112
H -2.480 -3.525 -4.067  0.159
H -0.006 -3.936 -2.950  0.145
H 0.118 -3.300 -1.309  0.124
H -3.015 -5.730 1.072  0.093
H -3.295 -4.117 0.462  0.071
H -3.497 -5.529 -0.607  0.093
H -0.351 -6.010 1.324  0.091
H -1.356 -7.094 0.322  0.095
H 0.132 -6.404 -0.320  0.094
C 4.841 -1.525 -1.416  -0.116
O 4.928 -1.539 -0.010  -0.196
C 5.921 -0.694 0.546  -0.190
C 5.387 0.206 1.636  -0.175
O 4.417 1.148 1.213  -0.106
C 3.119 0.697 0.912  -0.193
C 2.294 0.245 2.098  -0.202
O 2.778 -0.946 2.682  -0.200
C 2.921 -0.932 4.089  -0.101
H 5.496 -2.277 -1.866  0.089
H 3.810 -1.759 -1.690  0.074
H 5.092 -0.544 -1.829  0.090
H 6.388 -0.085 -0.235  0.124
H 6.706 -1.316 0.994  0.130
H 6.232 0.813 1.971  0.134
H 5.042 -0.373 2.494  0.113
H 3.126 -0.071 0.132  0.110
H 2.608 1.574 0.502  0.117
H 1.274 0.048 1.728  0.107
H 2.234 1.053 2.834  0.128
H 3.164 0.068 4.458  0.091
H 3.739 -1.603 4.348  0.089
H 2.011 -1.283 4.585  0.086
C -1.106 3.581 -2.960  -0.111
O -1.024 3.463 -1.556  -0.221
C 0.139 3.997 -0.944  -0.187
C -0.195 4.886 0.233  -0.184
O -0.916 6.055 -0.080  -0.105
C -2.273 5.952 -0.465  -0.182
C -3.225 5.485 0.612  -0.193
O -3.028 4.124 0.962  -0.207
C -2.953 3.855 2.346  -0.112
H -0.694 2.685 -3.439  0.081
H -2.163 3.662 -3.218  0.083
H -0.585 4.465 -3.333  0.094
H 0.742 4.549 -1.671  0.128
H 0.753 3.171 -0.560  0.112
H 0.760 5.245 0.627  0.135
H -0.678 4.311 1.027  0.111
H -2.395 5.353 -1.371  0.110
H -2.563 6.976 -0.712  0.134
H -4.243 5.603 0.219  0.128
H -3.128 6.130 1.490  0.127
H -2.525 4.696 2.898  0.090
H -2.305 2.988 2.486  0.082
H -3.939 3.624 2.761  0.088

The calculation puts the LUMO energy at -2.872 eV. As for the total energy: -44731.9255 eV. As for the total charge: +1. The gap between HOMO and LUMO comes out at 8.222 eV.